[1]
A molecular structure, C51H26Cl6F5InN4S. Source: OMol25; level of theory: the ωB97M-V functional and the def2-TZVPD basis.

Positions of all 94 atoms, in Å:
In (-0.334500, 0.206130, -0.500188)
Cl (1.689052, 0.982382, -9.374675)
C (1.652771, 0.778225, -7.658326)
C (0.509111, 0.281870, -7.050302)
C (0.485092, 0.134650, -5.677826)
C (1.587226, 0.490392, -4.898583)
C (2.736057, 0.958065, -5.529605)
C (2.771686, 1.100212, -6.906174)
C (1.423348, 0.365257, -3.438355)
C (1.558082, 1.484000, -2.608528)
C (2.235753, 2.704686, -2.926782)
C (2.321652, 3.421871, -1.777417)
C (1.636452, 2.674925, -0.762585)
C (1.449176, 3.094737, 0.559183)
C (2.309787, 4.204106, 1.037643)
C (3.685905, 3.984345, 1.090480)
C (4.540815, 4.943128, 1.600100)
C (4.022322, 6.148570, 2.046113)
Cl (5.070164, 7.346587, 2.721907)
C (2.662692, 6.401529, 1.963724)
C (1.811981, 5.429075, 1.468381)
C (0.614653, 2.474084, 1.494369)
N (-0.135345, 1.353121, 1.290797)
C (-0.737585, 1.025245, 2.461716)
C (-1.411336, -0.176883, 2.760037)
C (-2.194983, -0.168135, 4.002452)
C (-2.082082, -1.159174, 4.975773)
C (-2.837872, -1.107228, 6.130203)
C (-3.702252, -0.044494, 6.340654)
Cl (-4.630936, 0.022016, 7.793790)
C (-3.802393, 0.974907, 5.406564)
C (-3.049152, 0.908434, 4.253781)
C (-1.215063, -1.362339, 2.040086)
C (-1.594962, -2.696388, 2.419707)
C (-0.907101, -3.547284, 1.616275)
C (-0.172138, -2.742975, 0.685304)
N (-0.408169, -1.434989, 0.943228)
C (0.628094, -3.260019, -0.341535)
C (0.983429, -2.560291, -1.493936)
C (1.568441, -3.119919, -2.680600)
C (1.638140, -2.122599, -3.597427)
C (1.190272, -0.925338, -2.942727)
N (0.779143, -1.232044, -1.689869)
C (1.189144, -4.609581, -0.131247)
C (2.116260, -4.750963, 0.900729)
C (2.749133, -5.958569, 1.119717)
C (2.449720, -7.037290, 0.301464)
Cl (3.253750, -8.546774, 0.552970)
C (1.510513, -6.919967, -0.711801)
C (0.885012, -5.705225, -0.927171)
C (-0.384871, 1.998579, 3.451898)
C (0.466181, 2.875765, 2.859880)
N (1.188817, 1.512445, -1.301221)
H (-0.355692, 0.026907, -7.643441)
H (-0.409518, -0.235282, -5.194180)
H (3.616055, 1.192664, -4.948509)
H (3.658027, 1.471796, -7.397626)
H (2.615579, 2.970472, -3.891222)
H (2.785258, 4.379877, -1.645246)
H (4.082092, 3.039271, 0.746739)
H (5.601986, 4.758273, 1.646063)
H (2.279278, 7.356174, 2.286282)
H (0.754922, 5.632323, 1.398971)
H (-1.363055, -1.954016, 4.858358)
H (-2.748102, -1.879831, 6.877829)
H (-4.456247, 1.813047, 5.584134)
H (-3.126836, 1.704917, 3.531882)
H (-2.295798, -2.963193, 3.185852)
H (-0.947049, -4.618905, 1.611861)
H (1.886225, -4.137680, -2.796888)
H (2.018053, -2.172339, -4.601072)
H (2.353559, -3.897794, 1.521331)
H (3.473044, -6.063505, 1.912608)
H (1.271106, -7.770663, -1.328756)
H (0.139145, -5.602378, -1.700664)
H (-0.677247, 1.967406, 4.483519)
H (0.978426, 3.699585, 3.314645)
Cl (-0.795549, 2.765710, -4.318828)
C (-2.130988, 2.619437, -3.169643)
Cl (-1.533723, 2.809603, -1.521358)
H (-2.572170, 1.626442, -3.273944)
H (-2.849513, 3.412292, -3.369094)
F (-5.851124, -1.216244, 3.283186)
C (-5.089369, -1.075166, 2.195878)
C (-4.617302, -2.189749, 1.509930)
F (-4.924560, -3.414330, 1.948710)
C (-3.820775, -2.033947, 0.381649)
F (-3.384671, -3.124858, -0.253273)
C (-3.438160, -0.770597, -0.071712)
S (-2.493473, -0.574989, -1.528427)
C (-3.911273, 0.328059, 0.646459)
F (-3.516130, 1.553662, 0.261983)
C (-4.745772, 0.195718, 1.744754)
F (-5.227743, 1.280960, 2.359210)

Atoms 1-2, force components in eV/Å:
-0.1007 -0.5832 -0.1635
0.0062 0.0211 -0.1698

Summary:
largest force on an atom	0.70	eV Å⁻¹
2S+1	1

[2]
A molecular structure, C51H34As2ClF5INO2SSe3TeTi in a non-equilibrium geometry. Source: OMol25; level of theory: the ωB97M-V functional and the def2-TZVPD basis.

Positions of all 103 atoms, in Å:
Ti (1.880343, -0.630460, -0.398956)
Cl (5.401999, 2.727744, 4.313961)
C (4.261662, 1.737966, 3.449101)
C (3.316702, 1.047112, 4.158633)
C (2.355680, 0.278703, 3.497243)
I (1.011711, -0.818996, 4.667585)
C (2.303865, 0.219124, 2.111274)
O (1.408095, -0.429261, 1.399022)
C (3.319455, 0.916519, 1.392118)
N (3.259981, 0.771986, 0.032665)
C (4.204634, 1.365413, -0.686919)
C (5.208903, 2.145820, -0.125035)
C (5.273337, 2.316919, 1.236207)
C (4.315489, 1.676200, 2.042262)
H (3.317855, 1.090560, 5.238418)
H (4.161615, 1.191369, -1.752976)
H (5.936229, 2.615621, -0.772362)
H (6.047268, 2.920511, 1.688588)
Se (3.489926, -2.268040, 0.738650)
Se (4.548593, -3.304104, -1.034324)
Te (2.787826, -3.290770, -2.844801)
Se (2.476548, -0.812899, -2.912583)
C (0.654176, 3.805359, 3.097124)
C (1.618525, 4.245660, 2.205777)
C (1.658969, 3.737331, 0.913138)
C (0.720678, 2.802552, 0.493580)
C (-0.262939, 2.385364, 1.392488)
C (-0.290663, 2.874758, 2.687200)
As (0.651317, 1.979273, -1.280319)
C (-0.944494, 3.023926, -1.796181)
C (-1.286878, 3.011299, -3.146580)
C (-2.310282, 3.811998, -3.623990)
C (-3.013741, 4.633932, -2.754047)
C (-2.685467, 4.643940, -1.408197)
C (-1.650847, 3.849058, -0.932949)
C (1.813196, 3.228051, -2.294854)
C (2.602539, 2.736526, -3.329614)
C (3.406634, 3.584679, -4.081227)
C (3.407174, 4.946305, -3.823338)
C (2.567796, 5.458279, -2.842058)
C (1.772712, 4.607348, -2.091680)
H (0.645943, 4.177596, 4.114684)
H (2.349758, 4.983757, 2.514835)
H (2.433477, 4.071007, 0.233482)
H (-1.017080, 1.684059, 1.048655)
H (-1.048594, 2.530395, 3.380901)
H (-0.737186, 2.366481, -3.824147)
H (-2.558974, 3.798159, -4.678159)
H (-3.814674, 5.262723, -3.122920)
H (-3.232093, 5.273685, -0.716997)
H (-1.409292, 3.871966, 0.120252)
H (2.591544, 1.677296, -3.562786)
H (4.028168, 3.176630, -4.868738)
H (4.046143, 5.610919, -4.391968)
H (2.526866, 6.526441, -2.665437)
H (1.099433, 5.017992, -1.348177)
O (0.719837, -2.006025, -0.731965)
As (-0.438959, -2.832382, 0.159177)
C (0.553455, -4.046341, 1.305387)
C (0.358305, -4.128093, 2.673386)
C (1.059021, -5.073221, 3.412646)
C (1.942130, -5.932812, 2.780393)
C (2.122520, -5.863928, 1.403396)
C (1.425710, -4.924592, 0.667161)
C (-1.866652, -2.159357, 1.305797)
C (-1.676454, -1.090478, 2.170610)
C (-2.713124, -0.676472, 2.988303)
C (-3.941986, -1.324011, 2.944313)
C (-4.131625, -2.384623, 2.074135)
C (-3.095338, -2.806868, 1.250624)
C (-1.168380, -4.181356, -1.017868)
C (-1.076034, -4.028806, -2.391883)
C (-1.539267, -5.035804, -3.225579)
C (-2.113427, -6.176656, -2.686281)
C (-2.214178, -6.325086, -1.308639)
C (-1.723965, -5.335285, -0.472783)
H (-0.332061, -3.451579, 3.161853)
H (0.907953, -5.132314, 4.483450)
H (2.499709, -6.657916, 3.360511)
H (2.809589, -6.535868, 0.905841)
H (1.564430, -4.853875, -0.406557)
H (-0.727921, -0.577155, 2.176266)
H (-2.561279, 0.153538, 3.667533)
H (-4.753848, -0.996836, 3.581859)
H (-5.088632, -2.888943, 2.026834)
H (-3.252880, -3.621412, 0.557197)
H (-0.656655, -3.114046, -2.794564)
H (-1.460538, -4.924687, -4.299334)
H (-2.481047, -6.958886, -3.338798)
H (-2.672166, -7.210560, -0.886648)
H (-1.749226, -5.463473, 0.603379)
F (-7.527996, -0.102056, -0.936114)
C (-6.187840, -0.143756, -0.941257)
C (-5.453401, 0.872959, -0.358593)
F (-6.099254, 1.897433, 0.219555)
C (-4.074491, 0.827788, -0.358038)
F (-3.420444, 1.805842, 0.276239)
C (-3.349169, -0.211975, -0.954948)
S (-1.629161, -0.260596, -1.014166)
C (-4.137012, -1.241427, -1.496529)
F (-3.537899, -2.308501, -2.032651)
C (-5.515517, -1.212290, -1.505783)
F (-6.214352, -2.218948, -2.052344)

Atoms 1-2, force components in eV/Å:
0.1607 -1.3512 -3.4166
0.1155 0.0426 0.0229

Summary:
largest force on an atom	3.68	eV Å⁻¹
2S+1	2
total charge	-1

no.,energy (a.u.)
1,-6026.9832
2,-16618.0260